Density functional theory data (ωB97M-V/def2-TZVPD) for the molecule C2H4O3.

Bonds (Å) are listed after each position.
Cartesian coordinates (Å):
1 C 1.7959 -0.2912 -0.0402  O3 1.265, H6 1.041, H7 1.161
2 C -0.6326 -0.5952 0.0792  O3 1.315, O5 1.277, H8 1.116
3 O 0.5544 -0.0835 -0.1632  C1 1.265, C2 1.315
4 O -2.0301 1.3468 0.2680  O5 1.513, H9 0.958
5 O -1.6517 0.0293 -0.3715  C2 1.277, O4 1.513
6 H 2.4489 0.3425 -0.5452  C1 1.041
7 H 2.2621 -1.1799 0.5433  C1 1.161
8 H -0.8229 -1.4872 0.7230  C2 1.116
9 H -1.9240 1.9185 -0.4934  O4 0.958

Properties
Gap between HOMO and LUMO (alpha / beta) ... 7.804 / 8.208 eV
E_LUMO (alpha / beta) ... -0.004 / 0.328 eV
Energy ... -304.07670 a.u.
Net charge ... 0
ΔE to the lowest compared entry with this formula, charge and spin ... 7.211 eV
Strongest force on any atom ... 4.8 eV/A

Löwdin population analysis, charges in e, atoms 1 to 4: number 1, C, carries -0.033; number 2, C, carries -0.253; number 3, O, carries -0.011; number 4, O, carries -0.021